# 1
Density functional theory data (wB97M-V/def2-TZVPD) for the molecule C3H5ClN2O3.

Last column: Löwdin charge in e.
Positions of all 14 atoms, in Å:
1 C -0.286 -0.323 1.546  -0.07
2 C -0.674 0.157 0.124  -0.67
3 Cl -1.014 1.860 0.068  0.76
4 C 0.452 -0.197 -0.955  -0.51
5 N 0.154 0.317 -2.181  0.15
6 O 1.458 -0.801 -0.644  0.08
7 N -1.986 -0.618 -0.409  -0.35
8 O -2.332 -0.240 -1.507  0.05
9 O -2.401 -1.452 0.352  0.10
10 H 0.531 -1.043 1.247  0.09
11 H -1.205 -0.708 2.105  0.11
12 H 0.234 0.370 2.227  0.08
13 H -0.769 0.729 -2.337  0.08
14 H 0.933 0.504 -2.760  0.11

Calculated values
electronic energy = -24834.2176 eV
structure (SMILES) = C[C@@](Cl)(C(N)=O)[N+](=O)[O-]
relative energy (zero: lowest compared OMol25 entry of this formula, charge and spin) = 127.5 kJ/mol
Kohn-Sham gap = 10.23 eV
charge = 0



# 2
Density functional theory data (wB97M-V/def2-TZVPD) for the molecule C3H5ClN2OS.

Last column: Löwdin charge in e.
Positions of all 13 atoms, in Å:
1 C -1.234 -0.245 0.085  -0.13
2 O -0.103 -0.365 0.894  -0.15
3 C 1.029 -0.604 0.189  -0.91
4 Cl 0.982 -2.487 -0.269  0.51
5 N 1.128 0.128 -0.983  0.00
6 C 2.169 0.808 -1.109  -0.45
7 S 3.239 0.730 0.255  0.93
8 N 2.203 -0.358 1.088  -0.27
9 H -2.129 -0.153 0.870  0.14
10 H -1.309 -1.030 -0.679  0.07
11 H -1.199 0.648 -0.505  0.06
12 H 2.416 1.507 -1.997  0.12
13 H 2.701 -1.108 1.567  0.08

Calculated values
electronic energy = -31575.8906 eV
structure (SMILES) = CO[C@@]1(Cl)N=CSN1
relative energy (zero: lowest compared OMol25 entry of this formula, charge and spin) = 122.1 kJ/mol
Kohn-Sham gap = 9.37 eV
charge = 0



# 3
Density functional theory data (wB97M-V/def2-TZVPD) for the molecule C3H5ClN2S.

Last column: Löwdin charge in e.
Positions of all 12 atoms, in Å:
1 Cl -3.769 -0.033 0.177  0.56
2 N -2.370 -0.969 0.164  -0.44
3 C -1.322 -0.278 0.055  -0.79
4 N 0.023 -1.050 -0.209  -0.01
5 C 1.229 -0.266 0.200  -0.28
6 C 0.929 1.108 -0.176  -0.43
7 S -0.914 1.372 -0.047  0.93
8 H 0.031 -1.952 0.096  0.06
9 H 2.080 -0.634 -0.572  0.17
10 H 1.486 -0.445 1.180  0.08
11 H 1.474 1.935 0.354  0.10
12 H 1.122 1.212 -1.221  0.06

Calculated values
electronic energy = -29528.0001 eV
structure (SMILES) = Cl/N=C1/NCCS1
relative energy (zero: lowest compared OMol25 entry of this formula, charge and spin) = 118.4 kJ/mol
Kohn-Sham gap = 9.78 eV
charge = 0



# 4
Density functional theory data (wB97M-V/def2-TZVPD) for the molecule C3H5ClN2S.

Last column: Löwdin charge in e.
Positions of all 12 atoms, in Å:
1 C 0.498 -0.003 1.463  -0.28
2 C -0.226 1.246 -0.218  -0.31
3 C -0.930 -0.037 -0.578  -0.81
4 N 0.423 1.113 0.991  -0.01
5 N 1.278 -1.428 -0.665  -0.36
6 S 0.024 -1.417 0.251  0.89
7 Cl -2.660 -0.143 -0.074  0.55
8 H 1.119 -0.241 2.435  0.13
9 H 0.570 1.376 -0.949  0.13
10 H -0.915 1.976 -0.278  0.08
11 H -1.032 -0.275 -1.663  0.08
12 H 1.851 -2.167 -0.716  -0.08

Calculated values
electronic energy = -29526.7696 eV
relative energy (zero: lowest compared OMol25 entry of this formula, charge and spin) = 237.1 kJ/mol
Kohn-Sham gap = 9.13 eV
charge = 0



# 5
Density functional theory data (wB97M-V/def2-TZVPD) for an isolated ion of composition C3H5ClNO and charge +1.

Last column: Löwdin charge in e.
Positions of all 11 atoms, in Å:
1 C -2.236 -0.461 0.537  -0.47
2 C 1.430 0.566 -0.967  0.03
3 C 1.093 -0.008 0.368  -0.02
4 N -1.120 0.098 0.115  0.03
5 O -0.015 -0.197 0.910  0.00
6 Cl -2.337 -1.309 2.031  0.76
7 H -3.102 -0.284 -0.133  0.12
8 H 2.446 0.667 -1.056  0.07
9 H 1.051 -0.075 -1.786  0.14
10 H 0.833 1.512 -0.969  0.13
11 H 1.957 -0.510 0.948  0.20

Calculated values
electronic energy = -19241.5021 eV
relative energy (zero: lowest compared OMol25 entry of this formula, charge and spin) = 152.6 kJ/mol
Kohn-Sham gap = 9.80 eV
charge = +1



# 6
Density functional theory data (wB97M-V/def2-TZVPD) for the molecule C3H5ClO.

Last column: Löwdin charge in e.
Positions of all 10 atoms, in Å:
1 Cl 2.434 0.132 -0.207  0.39
2 C 0.714 -0.790 0.212  -0.34
3 C -0.185 -0.102 -0.619  -0.45
4 C -1.099 0.805 0.115  -0.09
5 O -1.514 -0.570 -0.250  -0.02
6 H 0.739 -0.639 1.375  0.13
7 H 0.863 -1.732 0.040  0.02
8 H -0.137 0.038 -1.544  0.07
9 H -0.335 1.029 1.120  0.17
10 H -1.480 1.828 -0.241  0.13

Calculated values
electronic energy = -17757.8979 eV
structure (SMILES) = ClC[C@@H]1CO1
relative energy (zero: lowest compared OMol25 entry of this formula, charge and spin) = 374.3 kJ/mol
Kohn-Sham gap = 11.61 eV
charge = 0



# 7
Density functional theory data (wB97M-V/def2-TZVPD) for C3H5ClO as an isolated structure.

Last column: Löwdin charge in e.
Positions of all 10 atoms, in Å:
1 C 0.212 -0.226 0.778  -0.57
2 C 0.907 -0.207 -0.663  -0.21
3 C -1.068 -0.060 -0.005  -0.21
4 H 0.273 -0.946 1.497  0.07
5 H 0.725 0.988 -1.275  0.18
6 H 2.025 -0.608 -1.067  0.16
7 H -2.016 -0.609 0.350  0.14
8 H -1.084 1.143 -0.195  0.11
9 O -0.296 -0.904 -1.038  -0.19
10 Cl 0.321 1.429 1.617  0.51

Calculated values
electronic energy = -17757.9880 eV
relative energy (zero: lowest compared OMol25 entry of this formula, charge and spin) = 365.7 kJ/mol
Kohn-Sham gap = 11.10 eV
charge = 0



# 8
Density functional theory data (wB97M-V/def2-TZVPD) for C3H5ClO2P as an isolated structure.

Last column: Löwdin charge in e.
Positions of all 12 atoms, in Å:
1 C 1.709 0.003 0.147  -0.78
2 C 0.717 -0.465 -0.915  -0.04
3 C -1.078 -0.272 -0.185  -0.94
4 O 2.872 0.154 -0.215  -0.03
5 O 1.235 0.183 1.301  -0.26
6 P -0.870 0.538 1.464  0.69
7 Cl -1.789 -1.859 -0.035  0.45
8 H 0.725 0.130 -1.821  0.07
9 H 0.805 -1.525 -1.126  0.06
10 H -1.635 0.305 -0.921  0.01
11 H -0.436 1.756 0.950  -0.09
12 H -2.255 1.052 1.356  -0.15

Calculated values
electronic energy = -29098.3782 eV
relative energy (zero: lowest compared OMol25 entry of this formula, charge and spin) = 327.7 kJ/mol
Kohn-Sham gap = 7.67 eV
charge = -1